1.
Density functional theory data (ωB97M-V/def2-TZVPD) for C6H8LiMgO6 as an isolated structure.

Values from the calculation:
2S+1: 1
relative energy (zero: lowest compared OMol25 entry of this formula, charge and spin): 259.7 kJ/mol
molar mass: 207.370 g mol⁻¹
HOMO-LUMO gap (spin up / spin down): 6.787 / 4.950 eV
total charge: +1

CARTESIAN COORDINATES (ANGSTROEM)
Mg (0.196, 1.908, -0.039)
O (-1.116, -1.473, 1.389)
O (-1.554, 1.348, 0.335)
O (2.470, 0.450, 0.175)
O (0.736, -1.004, -0.173)
O (0.961, 1.007, 1.671)
O (-1.706, -1.347, -0.758)
C (-2.559, 0.939, -0.547)
C (2.912, -0.646, -0.657)
C (-0.848, -1.725, 0.206)
C (-2.855, -0.548, -0.432)
C (1.656, -1.320, -1.217)
C (1.542, 0.081, 1.088)
Li (-1.277, 0.363, 1.922)
H (1.278, -0.928, -2.165)
H (-3.631, -0.831, -1.153)
H (-3.503, 1.478, -0.351)
H (3.538, -0.235, -1.455)
H (-2.289, 1.156, -1.597)
H (-3.204, -0.787, 0.583)
H (1.747, -2.409, -1.257)
H (3.459, -1.333, -0.001)



2.
Density functional theory data (ωB97M-V/def2-TZVPD) for one molecule with the formula C8H14F3NO2.

Values from the calculation:
2S+1: 1
molar mass: 213.199 g mol⁻¹
HOMO-LUMO gap: 9.982 eV
total charge: 0

CARTESIAN COORDINATES (ANGSTROEM)
F (2.035, -1.493, 0.511)
F (3.949, -0.661, 1.025)
F (3.374, -0.829, -1.039)
O (1.785, 1.104, 1.525)
O (-1.138, -1.717, 1.415)
N (-0.020, 0.362, -0.375)
C (-0.544, -0.641, -1.295)
C (-2.076, -0.966, 0.687)
C (2.916, -0.532, 0.189)
C (-1.073, 1.273, 0.051)
C (-1.999, 0.537, 1.027)
C (2.286, 0.872, 0.248)
C (1.192, 1.011, -0.838)
C (-1.916, -1.148, -0.825)
H (-2.993, 0.979, 0.992)
H (0.172, -1.467, -1.331)
H (3.100, 1.586, 0.080)
H (1.029, 2.079, -1.019)
H (-1.646, 1.641, -0.816)
H (-0.640, -0.235, -2.316)
H (-2.023, -2.202, -1.083)
H (0.954, 0.608, 1.611)
H (-0.259, -1.533, 1.062)
H (-3.048, -1.360, 1.005)
H (1.551, 0.564, -1.768)
H (-0.625, 2.137, 0.545)
H (-2.717, -0.597, -1.320)
H (-1.627, 0.627, 2.049)



3.
Density functional theory data (ωB97M-V/def2-TZVPD) for C20H42F18O25S13Zn2 as an isolated structure.

Values from the calculation:
2S+1: 1
molar mass: 1572.146 g mol⁻¹
HOMO-LUMO gap: 7.175 eV
total charge: -2

CARTESIAN COORDINATES (ANGSTROEM)
Zn (-3.085, 1.899, -0.667)
Zn (1.081, 2.607, -2.353)
S (-4.077, -3.818, 1.992)
S (-3.852, 0.619, 2.444)
S (3.773, 3.845, -0.771)
S (-4.886, -0.968, -1.264)
S (-1.407, -1.421, -4.928)
S (-0.617, -1.274, 6.404)
S (3.384, 2.056, 4.935)
S (2.802, -4.233, 4.053)
S (3.297, 1.255, -4.625)
S (-1.380, 4.602, -0.733)
S (2.433, -2.958, -1.638)
S (-0.179, 0.074, -0.515)
S (-1.937, 2.878, -3.741)
F (-5.055, 2.597, 3.738)
F (-1.630, 6.171, 1.376)
F (2.028, -0.072, 0.961)
F (1.625, 2.392, -6.289)
F (-6.890, -0.164, -2.826)
F (3.415, 3.626, -5.925)
F (0.243, 4.880, 1.307)
F (-3.551, 2.813, -5.847)
F (-6.496, -2.303, -2.869)
F (-3.156, 0.817, -5.111)
F (-5.189, -1.080, -3.924)
F (3.424, 1.902, -7.267)
F (-3.832, 1.213, 4.984)
F (0.430, 0.802, 2.079)
F (0.035, 6.706, 0.214)
F (0.480, -1.336, 1.799)
F (-1.619, 1.838, -6.172)
F (-2.879, 2.670, 3.727)
O (4.732, 1.341, -4.430)
O (-5.162, -0.011, 2.407)
O (-3.994, -2.099, -1.318)
O (2.506, 1.846, -3.495)
O (-2.429, 3.761, -0.180)
O (-3.574, 1.407, 1.219)
O (-0.041, -1.596, -5.523)
O (2.821, -0.065, -4.934)
O (4.882, 1.963, 4.966)
O (-2.862, -0.400, 2.782)
O (3.261, -2.916, 4.634)
O (-2.621, 2.373, -2.522)
O (-4.930, -2.611, 1.761)
O (0.010, 0.092, 6.280)
O (-0.505, 2.548, -3.522)
O (-4.101, 0.297, -1.245)
O (-2.087, 4.262, -4.121)
O (-1.847, 5.571, -1.683)
O (-1.408, 0.725, -0.198)
O (-0.169, -1.255, -1.073)
O (-0.259, 3.808, -1.251)
O (2.414, 3.292, -1.113)
O (-5.863, -1.004, -0.183)
O (0.689, 0.984, -1.275)
O (2.243, -2.970, -3.112)
C (2.962, 2.386, -6.127)
C (-3.945, 1.875, 3.836)
C (-5.947, -1.091, -2.802)
C (-0.640, 5.636, 0.654)
C (-2.355, -1.019, 5.924)
C (-3.465, -3.570, 3.702)
C (4.721, 3.952, -2.344)
C (3.610, 5.588, -0.321)
C (2.359, -3.750, 2.346)
C (-1.839, -2.959, -4.035)
C (-0.164, -2.229, 4.974)
C (-2.526, -3.421, 1.208)
C (4.316, -5.197, 3.727)
C (3.538, -4.408, -1.253)
C (2.986, 3.079, 3.492)
C (-2.512, -1.796, -6.321)
C (-2.626, 2.010, -5.337)
C (3.657, -1.612, -1.329)
C (2.699, 0.457, 4.369)
C (0.695, -0.165, 1.205)
H (-0.857, -3.029, 4.720)
H (4.469, -1.599, -2.055)
H (-2.422, -1.202, -7.226)
H (4.516, 6.141, -0.561)
H (-2.512, -2.352, 0.964)
H (-2.390, -3.784, 0.187)
H (-3.553, -1.655, -6.004)
H (-2.400, -0.354, 5.061)
H (5.732, 4.255, -2.076)
H (4.744, -5.667, 4.612)
H (1.959, 3.002, 3.137)
H (2.389, -4.651, 1.732)
H (3.570, 2.599, 2.699)
H (-1.586, -3.046, -2.986)
H (-2.823, -4.417, 3.984)
H (2.808, 0.248, 3.308)
H (3.157, -0.260, 5.048)
H (3.778, -4.281, -0.193)
H (-2.927, -2.954, -4.091)
H (3.182, -0.633, -1.367)
H (4.031, -1.838, -0.327)
H (4.058, -6.059, 3.106)
H (4.668, 2.969, -2.810)
H (-2.817, -2.696, 3.704)
H (-0.105, -1.462, 4.197)
H (5.069, -4.572, 3.251)
H (3.496, 5.634, 0.762)
H (-4.292, -3.629, 4.405)
H (0.824, -2.680, 5.084)
H (2.980, -5.344, -1.274)
H (1.303, -3.511, 2.458)
H (2.968, -2.907, 2.036)
H (-2.988, -0.671, 6.738)
H (-1.385, -3.711, -4.682)
H (-2.761, -1.991, 5.636)
H (4.369, -4.425, -1.954)
H (-1.593, -3.525, 1.766)
H (3.400, 4.078, 3.598)
H (2.674, 5.967, -0.733)
H (1.643, 0.454, 4.649)
H (4.228, 4.687, -2.980)
H (-2.568, -2.871, -6.512)



| no. | DFT total energy (eV) |
| --- | --- |
| 1 | -24277.8794 |
| 2 | -22261.0195 |
| 3 | -359217.8870 |